No. 1
102
Properties=species:S:1:pos:R:3 method="wB97M-V/def2-TZVPD" charge=+3 e_homo_ev="-15.3742 / -15.3731" spin_multiplicity=1 e_lumo_ev="-12.1 / -12.3"
Re 0.411 -0.025 -0.123
C -3.897 -4.040 3.926
C -3.245 -3.171 2.924
C -3.977 -2.495 1.940
C -3.338 -1.766 0.972
C -1.925 -1.626 0.952
N -1.326 -1.027 -0.146
C -1.929 -1.369 -1.347
C -2.534 -2.653 -1.470
C -3.261 -3.010 -2.574
C -3.468 -2.100 -3.618
C -4.306 -2.423 -4.789
C -2.795 -0.853 -3.548
C -1.994 -0.515 -2.493
C -1.225 0.788 -2.509
O -0.090 0.694 -1.699
C -2.152 1.925 -1.937
F -2.298 1.715 -0.614
F -1.612 3.118 -2.107
F -3.350 1.880 -2.490
C -0.724 1.223 -3.933
F 0.387 1.940 -3.783
F -0.425 0.152 -4.670
F -1.632 1.943 -4.571
C -1.197 -2.172 2.042
C -1.847 -2.963 2.958
C 0.297 -1.961 2.208
O 0.814 -0.973 1.371
C 1.107 -3.275 1.864
F 2.411 -2.967 1.866
F 1.190 -2.896 -0.479
F 0.894 -4.247 2.738
C 0.596 -1.489 3.683
F -0.356 -0.619 4.051
F 0.627 -2.479 4.556
F 1.758 -0.851 3.711
H -4.788 -4.521 3.525
H -4.236 -3.431 4.774
H -3.214 -4.787 4.327
H -5.058 -2.553 1.941
H -3.920 -1.248 0.221
H -2.370 -3.386 -0.691
H -3.688 -4.003 -2.632
H -4.695 -3.437 -4.756
H -3.750 -2.276 -5.719
H -5.147 -1.724 -4.850
H -2.925 -0.166 -4.375
H -1.287 -3.451 3.744
C 0.624 4.281 2.105
C 0.952 4.151 0.760
C 0.767 2.942 0.107
C 0.253 1.877 0.833
C -0.133 1.999 2.154
C 0.074 3.212 2.799
H 0.784 5.224 2.610
H 1.341 4.996 0.207
H 1.021 2.862 -0.941
H -0.599 1.187 2.694
H -0.209 3.312 3.837
O -0.112 -4.565 0.169
C 0.658 -3.740 0.465
O 2.536 0.540 -0.167
P 4.025 0.306 -0.338
N 4.786 0.277 1.120
C 4.100 0.603 2.382
C 5.170 1.259 3.245
C 6.437 0.522 2.797
C 6.243 0.393 1.287
N 4.609 1.524 -1.285
C 5.922 1.510 -1.939
C 6.354 2.971 -1.914
C 5.024 3.706 -2.115
C 4.018 2.868 -1.322
N 4.454 -1.060 -1.136
C 3.920 -1.283 -2.492
C 3.956 -2.801 -2.674
C 5.110 -3.230 -1.764
C 4.963 -2.312 -0.554
H 3.784 -0.330 2.856
H 3.207 1.208 2.210
H 4.966 1.129 4.305
H 5.253 2.327 3.039
H 6.481 -0.462 3.265
H 7.351 1.060 3.038
H 6.766 -0.465 0.865
H 6.611 1.298 0.792
H 5.809 1.179 -2.979
H 6.612 0.820 -1.456
H 7.076 3.200 -2.694
H 6.795 3.228 -0.948
H 4.756 3.708 -3.172
H 5.056 4.737 -1.771
H 3.032 2.837 -1.795
H 3.877 3.249 -0.303
H 4.567 -0.793 -3.225
H 2.916 -0.857 -2.601
H 4.117 -3.076 -3.713
H 3.018 -3.250 -2.340
H 6.064 -3.054 -2.260
H 5.056 -4.280 -1.484
H 5.904 -2.149 -0.033
H 4.251 -2.728 0.166

***

No. 2
87
Properties=species:S:1:pos:R:3 method="wB97M-V/def2-TZVPD" e_homo_ev=-8.7939 spin_multiplicity=1 e_lumo_ev=0.6
C 8.272 -0.985 3.202
C 7.410 -0.498 2.031
C 6.574 0.738 2.345
C 5.510 0.493 3.438
C 5.263 1.766 4.263
C 4.243 -0.085 2.790
C 3.868 -1.464 3.331
C 2.485 -1.594 2.673
C 1.963 -0.228 3.058
O 0.838 0.127 3.359
O 3.022 0.639 3.050
H 9.314 -0.731 3.050
H 8.233 -2.068 3.264
H 7.948 -0.583 4.154
H 6.736 -1.283 1.692
H 8.062 -0.287 1.188
H 6.047 1.019 1.435
H 7.207 1.583 2.600
H 5.903 -0.285 4.083
H 4.216 1.965 4.438
H 5.741 1.660 5.234
H 5.725 2.628 3.797
H 4.338 -0.145 1.706
H 4.584 -2.256 3.173
H 3.636 -1.252 4.374
H 1.944 -2.438 3.077
H 2.565 -1.635 1.591
F 3.030 4.335 4.486
C 1.763 4.490 4.041
C 1.194 3.498 3.270
C -0.108 3.672 2.826
C -0.816 4.822 3.145
C -0.219 5.807 3.918
C 1.081 5.643 4.376
H 1.736 2.596 3.015
H -0.570 2.899 2.229
H -1.831 4.947 2.791
H -0.764 6.707 4.168
H 1.564 6.395 4.987
F -2.563 2.492 0.800
C -2.655 1.180 0.488
C -3.267 0.815 -0.693
C -3.353 -0.532 -1.010
C -2.835 -1.485 -0.143
C -2.223 -1.092 1.040
C -2.125 0.253 1.364
H -3.671 1.574 -1.347
H -3.825 -0.838 -1.931
H -2.907 -2.536 -0.391
H -1.819 -1.833 1.717
H -1.644 0.581 2.277
F 4.991 -4.507 0.571
C 3.775 -5.074 0.717
C 2.707 -4.552 0.016
C 1.457 -5.132 0.173
C 1.293 -6.218 1.022
C 2.383 -6.725 1.716
C 3.638 -6.154 1.565
H 2.856 -3.701 -0.635
H 0.610 -4.734 -0.369
H 0.317 -6.667 1.142
H 2.257 -7.569 2.380
H 4.501 -6.536 2.093
F -4.381 0.694 -3.681
C -4.007 1.456 -4.734
C -4.088 0.920 -6.001
C -3.710 1.703 -7.081
C -3.251 2.998 -6.879
C -3.175 3.513 -5.592
C -3.559 2.741 -4.505
H -4.443 -0.092 -6.135
H -3.774 1.300 -8.083
H -2.953 3.605 -7.723
H -2.816 4.520 -5.431
H -3.513 3.127 -3.495
F -6.078 -1.767 -6.193
C -7.293 -1.220 -5.966
C -7.795 -1.224 -4.681
C -9.041 -0.658 -4.452
C -9.762 -0.105 -5.501
C -9.234 -0.115 -6.785
C -7.987 -0.672 -7.024
H -7.217 -1.663 -3.879
H -9.447 -0.649 -3.450
H -10.733 0.333 -5.318
H -9.794 0.314 -7.604
H -7.554 -0.683 -8.015

***

No. 3
94
Properties=species:S:1:pos:R:3 method="wB97M-V/def2-TZVPD" e_homo_ev="-7.3527 / -7.3829" s_squared=6.08 spin_multiplicity=5 e_above_lowest_kcal_mol=58.1 e_lumo_ev="-0.1 / -2.1"
Os 1.565 1.732 0.029
S 0.699 1.562 2.448
C 1.777 2.828 1.971
S 1.175 3.962 0.764
C 3.096 2.892 2.458
C 3.934 4.025 2.243
N 4.617 4.941 2.100
C 3.693 1.726 3.036
N 4.188 0.754 3.410
C 2.201 -5.057 0.205
C 1.630 -4.203 1.303
C 0.765 -4.724 2.258
C 0.251 -3.933 3.280
C 0.626 -2.600 3.375
C 1.497 -2.061 2.440
C 1.966 -2.853 1.400
N 2.870 -2.304 0.439
C 2.891 -0.965 0.132
N 4.082 -0.368 0.188
C 4.470 0.934 -0.240
C 3.541 1.957 -0.458
C 4.055 3.195 -0.875
C 5.413 3.403 -1.023
C 6.305 2.372 -0.759
C 5.851 1.123 -0.374
C 6.823 0.003 -0.104
N 1.822 -0.301 -0.246
C 0.589 -0.943 -0.617
C -0.546 -0.842 0.316
C -1.517 -1.979 0.410
C -1.293 -3.156 -0.445
C -0.236 -3.083 -1.469
C 0.622 -2.074 -1.587
C 1.621 -1.989 -2.712
H 1.802 -6.069 0.256
H 3.290 -5.133 0.277
H 1.966 -4.639 -0.776
H 0.492 -5.771 2.199
H -0.421 -4.366 4.011
H 0.264 -1.980 4.186
H 1.831 -1.031 2.533
H 3.746 -2.793 0.333
H 4.802 -0.890 0.660
H 3.376 4.014 -1.056
H 5.778 4.379 -1.314
H 7.372 2.542 -0.839
H 7.837 0.323 -0.335
H 6.611 -0.878 -0.716
H 6.817 -0.299 0.950
H -0.342 -0.377 1.269
H -1.868 -2.147 1.420
H -1.544 -4.135 -0.055
H -0.186 -3.902 -2.179
H 1.126 -2.165 -3.667
H 2.414 -2.733 -2.602
H 2.088 -1.005 -2.752
C -2.365 6.282 0.615
C -3.348 5.113 0.548
Sb -2.302 3.254 0.225
C -4.059 2.038 -0.200
C -5.184 2.726 -0.982
C -1.996 3.686 -1.894
C -0.571 3.931 -2.391
H -2.883 7.235 0.750
H -1.776 6.359 -0.303
H -1.663 6.166 1.442
H -4.056 5.237 -0.274
H -3.921 5.019 1.473
H -4.427 1.659 0.756
H -3.682 1.183 -0.775
H -5.742 3.417 -0.349
H -5.891 1.996 -1.387
H -4.797 3.291 -1.833
H -2.610 4.566 -2.099
H -2.444 2.842 -2.426
H -0.133 4.828 -1.947
H -0.556 4.062 -3.477
H 0.099 3.102 -2.160
O -4.121 -2.663 -3.513
S -4.250 -1.742 -2.424
O -4.846 -0.464 -2.640
N -2.733 -1.542 -1.781
C -2.603 -2.287 -0.634
S -0.598 0.427 -0.995
C -3.901 -2.865 -0.154
C -4.166 -3.582 1.001
C -5.477 -3.970 1.253
C -6.505 -3.653 0.368
C -6.237 -2.953 -0.800
C -4.928 -2.574 -1.030
H -3.377 -3.848 1.695
H -5.704 -4.522 2.156
H -7.518 -3.963 0.587
H -7.022 -2.707 -1.503

***

No. 4
86
Properties=species:S:1:pos:R:3 method="wB97M-V/def2-TZVPD" charge=+2 e_homo_ev="-12.6248 / -12.6281" s_squared=0.77 spin_multiplicity=2 e_above_lowest_kcal_mol=5.1 e_lumo_ev="-6.0 / -5.7"
V -1.293 2.160 -3.799
C -2.314 0.751 -4.919
C -0.857 0.519 -4.554
C 0.158 0.453 -5.682
C 0.857 1.841 -5.756
C 0.396 2.755 -4.616
C -0.890 3.584 -4.838
C -1.914 3.312 -5.890
C -2.732 1.974 -5.857
C 1.600 -0.997 0.379
H -2.512 -0.090 -5.633
H -0.731 -0.263 -3.780
H -0.312 0.174 -6.655
H 0.918 -0.326 -5.472
H 1.945 1.739 -5.735
H 0.663 2.300 -6.723
H 1.207 3.450 -4.385
H -0.768 4.624 -4.539
H -1.473 3.450 -6.893
H -2.638 4.146 -5.839
H -3.790 2.214 -5.714
H -2.746 1.583 -6.887
H 0.523 -0.911 0.492
H 2.097 -0.154 0.856
H 1.971 -1.914 0.833
P -1.970 -2.427 -2.828
P 2.021 -1.051 -1.349
C -0.576 -2.136 -1.743
C 0.655 -1.781 -2.266
C -2.865 -3.975 -2.578
C -3.387 -4.549 -3.779
C -4.119 -5.737 -3.735
C -4.350 -6.379 -2.504
C -3.768 -5.863 -1.333
C -2.995 -4.688 -1.358
C -3.084 -0.761 -2.803
C -3.274 0.385 -3.698
C -4.364 1.237 -3.485
C -5.068 1.244 -2.279
C -4.670 0.356 -1.287
C -3.830 -0.712 -1.636
C 3.605 -1.953 -1.474
C 3.591 -3.357 -1.535
C 4.777 -4.095 -1.544
C 6.021 -3.463 -1.509
C 6.043 -2.069 -1.447
C 4.861 -1.323 -1.394
C 2.408 0.690 -1.776
C 1.942 1.740 -0.959
C 2.280 3.065 -1.223
C 3.141 3.357 -2.284
C 3.641 2.328 -3.091
C 3.261 1.005 -2.851
H -0.716 -2.351 -0.679
H 0.810 -1.924 -3.357
H -3.195 -4.045 -4.738
H -4.528 -6.158 -4.658
H -4.987 -7.274 -2.472
H -3.942 -6.399 -0.391
H -2.493 -4.336 -0.448
H 0.373 2.138 -3.586
H -4.651 1.967 -4.243
H -5.887 1.959 -2.129
H -5.037 0.480 -0.271
H -3.790 -1.540 -0.939
H 2.631 -3.868 -1.584
H 4.737 -5.179 -1.581
H 6.947 -4.044 -1.529
H 6.999 -1.557 -1.438
H 4.923 -0.239 -1.302
H 1.317 1.520 -0.091
H 1.889 3.865 -0.586
H 3.448 4.388 -2.464
H 4.351 2.551 -3.894
H 3.660 0.206 -3.482
O -1.907 4.708 -2.406
C -1.670 3.887 -1.517
C -1.508 4.111 -0.019
C -1.512 2.729 0.585
C -1.397 1.780 -0.600
O -1.227 0.563 -0.539
N -1.494 2.529 -1.758
H -0.559 4.628 0.175
H -2.331 4.724 0.352
H -0.695 2.551 1.293
H -2.450 2.521 1.115

***

No. 5
97
Properties=species:S:1:pos:R:3 method="wB97M-V/def2-TZVPD" charge=-1 e_homo_ev="-4.4674 / -5.2139" s_squared=0.75 spin_multiplicity=2 e_above_lowest_kcal_mol=6.9 e_lumo_ev="2.1 / 1.7"
Cs -0.613 0.617 0.243
C 0.543 3.541 2.611
C 1.227 3.256 1.311
C 2.534 2.773 1.084
C 2.598 2.588 -0.278
N 1.413 2.940 -0.808
N 0.569 3.365 0.164
B 1.095 3.144 -2.310
N 1.750 2.002 -3.097
C 2.232 2.038 -4.356
C 2.668 0.770 -4.671
C 2.396 0.007 -3.520
C 2.667 -1.448 -3.328
N 1.836 0.755 -2.579
N -0.413 3.201 -2.571
C -1.190 4.276 -2.798
C -2.488 3.839 -2.941
C -2.406 2.444 -2.781
C -3.492 1.418 -2.853
N -1.154 2.073 -2.554
N 1.682 4.532 -2.688
C 2.079 5.497 -1.832
C 2.356 6.627 -2.568
C 2.082 6.257 -3.898
C 2.195 7.080 -5.142
N 1.670 4.999 -3.958
H 1.267 3.921 3.334
H -0.234 4.292 2.467
H 0.069 2.656 3.049
H 3.300 2.588 1.819
H 3.382 2.221 -0.920
H 2.226 2.961 -4.910
H 3.121 0.443 -5.593
H 3.358 -1.811 -4.090
H 3.092 -1.657 -2.346
H 1.748 -2.029 -3.427
H -0.755 5.261 -2.847
H -3.364 4.435 -3.141
H -4.467 1.876 -3.016
H -3.309 0.710 -3.664
H -3.544 0.844 -1.926
H 2.128 5.306 -0.772
H 2.705 7.579 -2.201
H 2.630 8.056 -4.925
H 2.826 6.582 -5.880
H 1.216 7.239 -5.596
O -1.565 0.687 2.697
S -1.186 -0.530 3.408
O -2.214 -1.126 4.240
N -0.501 -1.436 2.357
C 0.006 -2.686 2.585
C 0.094 -3.338 3.803
C 0.639 -4.635 3.893
C 1.082 -5.306 2.791
C 1.010 -4.681 1.521
C 1.425 -5.320 0.332
C 1.304 -4.663 -0.859
C 0.777 -3.355 -0.854
N 0.402 -2.718 0.224
C 0.493 -3.370 1.411
C 0.099 -0.001 4.546
C -0.201 0.246 5.878
C 0.791 0.702 6.734
C 2.081 0.907 6.260
C 2.378 0.652 4.928
C 1.387 0.197 4.070
H -0.285 -2.865 4.699
H 0.686 -5.100 4.871
H 1.490 -6.308 2.855
H 1.825 -6.326 0.390
H 1.599 -5.112 -1.799
H 0.659 -2.828 -1.794
H -1.212 0.070 6.226
H 0.554 0.895 7.773
H 2.855 1.261 6.930
H 3.383 0.803 4.553
H 1.613 -0.010 3.030
C -3.843 -2.715 -2.371
Si -3.084 -2.296 -0.693
C -4.155 -1.137 0.340
C -2.735 -3.857 0.265
C -2.421 -5.055 -0.387
C -2.145 -6.215 0.319
C -2.186 -6.209 1.707
C -2.496 -5.033 2.376
C -2.757 -3.870 1.667
H -4.758 -3.306 -2.255
H -3.154 -3.283 -2.997
H -4.093 -1.797 -2.907
H -5.110 -1.620 0.576
H -4.374 -0.206 -0.185
H -3.672 -0.877 1.286
H -2.386 -5.085 -1.472
H -1.895 -7.125 -0.214
H -1.963 -7.110 2.266
H -2.512 -5.009 3.458
H -2.963 -2.964 2.225

***

In eV, the energy values for the records above are, in order, -99263.1391; -58790.3599; -106484.7330; -90939.4586; -80063.9550.